No. 1
One molecule with the formula C7H10, computed with ωB97M-V/def2-TZVPD.

ORCA input file:
```
! RIJCOSX wB97M-V def2-TZVPD def2/J DEFGRID3
* xyz 0 1
C 0.25 2.34 -3.04
C 0.12 2.21 -1.70
C 0.64 1.07 -0.94
C -0.07 0.64 0.24
C -0.14 -0.71 0.62
C -0.64 -1.31 1.77
C -0.06 -2.59 2.25
H 1.11 1.83 -3.64
H -0.66 2.79 -3.46
H -0.53 2.69 -1.08
H 1.43 0.47 -1.40
H -0.64 1.33 0.91
H 0.26 -1.27 -0.22
H -1.47 -0.73 2.25
H 0.40 -2.38 3.27
H 0.74 -2.96 1.67
H -0.74 -3.43 2.49
*
```

Values from the calculation:
- HOMO: -0.2686 Ha
- DFT total energy: -272.58643 Eh
- ΔE to the lowest compared entry with this formula, charge and spin: 3.580 eV
- Strongest force on any atom: 0.0632 Eh/bohr
- Gap between HOMO and LUMO: 7.30 eV

No. 2
C38H36Br2IrN5O3 as an isolated structure, computed with ωB97M-V/def2-TZVPD.

ORCA input file:
```
! RIJCOSX wB97M-V def2-TZVPD def2/J DEFGRID3
* xyz 1 2
Ir -0.34 0.32 1.04
Br -2.84 7.31 0.90
C -1.89 5.68 0.93
C -0.48 5.70 0.99
C 0.22 4.52 1.04
C -0.44 3.27 1.05
O 0.33 2.22 1.17
C -1.85 3.26 0.94
C -2.66 2.09 0.83
N -2.27 0.87 1.01
C -3.17 -0.22 0.88
C -4.54 -0.14 0.81
C -5.31 -1.30 0.67
C -4.73 -2.54 0.62
C -3.33 -2.66 0.74
C -2.66 -3.90 0.74
C -1.30 -3.93 0.88
C -0.60 -2.73 1.02
N -1.19 -1.55 1.01
C -2.56 -1.50 0.86
C -2.55 4.49 0.89
H 0.04 6.64 0.98
H 1.30 4.52 1.07
H -3.70 2.27 0.56
H -5.04 0.82 0.86
H -6.39 -1.20 0.60
H -5.33 -3.43 0.51
H -3.23 -4.82 0.63
H -0.75 -4.86 0.89
H 0.48 -2.72 1.14
H -3.63 4.48 0.82
N -0.37 0.71 5.24
C -1.53 -0.01 5.11
C -1.67 -0.21 3.78
N -0.62 0.38 3.10
C 0.15 0.92 4.03
H 0.03 1.05 6.11
H -2.13 -0.30 5.95
H -2.47 -0.73 3.28
H 1.05 1.47 3.85
C 0.34 -3.08 -3.25
C 1.41 -2.38 -2.45
C 2.73 -2.39 -2.87
C 3.70 -1.67 -2.17
C 5.13 -1.64 -2.64
C 3.34 -0.99 -1.03
C 2.03 -1.02 -0.50
C 1.07 -1.71 -1.30
N 1.68 -0.46 0.70
C 2.70 -0.38 1.80
C 2.12 -1.20 2.96
C 4.10 -0.99 1.60
C 2.93 1.10 2.13
H 0.63 -3.16 -4.30
H -0.60 -2.54 -3.20
H 0.17 -4.09 -2.88
H 3.01 -2.93 -3.77
H 5.20 -1.89 -3.70
H 5.73 -2.37 -2.09
H 5.58 -0.66 -2.49
H 4.09 -0.34 -0.60
H 0.04 -1.71 -1.01
H 2.27 -2.26 2.77
H 1.05 -1.04 3.10
H 2.64 -0.95 3.89
H 4.08 -1.99 1.17
H 4.54 -1.08 2.60
H 4.78 -0.37 1.03
H 2.01 1.63 2.35
H 3.38 1.60 1.28
H 3.62 1.18 2.98
Br 2.68 1.48 -5.48
C 0.87 1.29 -4.97
C -0.10 1.21 -5.95
C -1.43 1.06 -5.58
C -1.77 0.99 -4.24
C -0.79 1.06 -3.26
C 0.54 1.21 -3.62
C -1.25 0.97 -1.82
O -2.43 1.12 -1.57
O -0.30 0.73 -0.96
H 0.18 1.28 -7.00
H -2.19 1.01 -6.35
H -2.81 0.87 -3.94
H 1.31 1.27 -2.86
*
```

Values from the calculation:
- ⟨S²⟩: 0.79
- HOMO (alpha / beta): -0.3714 / -0.3714 Ha
- DFT total energy: -7221.40193 Eh
- ΔE to the lowest compared entry with this formula, charge and spin: 0.381 eV
- Strongest force on any atom: 0.0198 Eh/bohr
- Gap between HOMO and LUMO (alpha / beta): 6.68 / 5.91 eV

No. 3
A 2-piece molecular cluster, C9H11BO2 overall, computed with ωB97M-V/def2-TZVPD.

ORCA input file:
```
! RIJCOSX wB97M-V def2-TZVPD def2/J DEFGRID3
* xyz 0 3
B 2.55 0.72 0.52
C -2.83 1.52 0.28
C -2.60 0.86 -0.85
C -1.90 1.40 1.31
C -1.40 0.17 -1.04
C -0.74 0.71 1.19
C -0.50 0.10 -0.03
C 1.22 -1.65 -0.67
C 0.89 -0.49 -0.19
C 0.24 -2.78 -0.96
O 2.09 1.75 1.17
O 3.71 0.33 0.15
H -3.75 2.21 0.59
H -3.35 0.81 -1.66
H -1.98 2.08 2.22
H -1.21 -0.44 -1.94
H 0.13 0.73 1.88
H 2.27 -2.04 -0.73
H -0.71 -2.40 -1.04
H 0.09 -3.71 -0.33
H 0.66 -3.12 -1.90
H 2.63 2.47 1.55
H 4.49 0.78 0.49
*
```

Values from the calculation:
- ⟨S²⟩: 2.02
- HOMO (alpha / beta): -0.1411 / -0.3310 Ha
- DFT total energy: -524.69931 Eh
- ΔE to the lowest compared entry with this formula, charge and spin: 2.268 eV
- Strongest force on any atom: 0.1888 Eh/bohr
- Gap between HOMO and LUMO (alpha / beta): 4.00 / 6.86 eV

No. 4
C23H24InN4O8 as an isolated structure, computed with ωB97M-V/def2-TZVPD.

ORCA input file:
```
! RIJCOSX wB97M-V def2-TZVPD def2/J DEFGRID3
* xyz -1 1
In 11.03 7.71 8.50
O 11.38 7.65 4.19
C 11.69 7.87 5.38
N 11.11 7.21 6.44
C 10.38 6.10 6.00
C 9.05 6.41 5.41
C 8.46 5.55 4.51
C 7.25 5.87 3.94
C 6.63 7.06 4.30
C 7.29 7.87 5.18
N 8.50 7.60 5.67
C 12.65 8.95 5.69
C 13.78 8.78 6.47
C 14.65 9.80 6.68
C 14.39 11.04 6.18
C 13.23 11.16 5.44
N 12.38 10.16 5.20
H 10.36 5.45 6.83
H 10.86 5.61 5.19
H 8.94 4.60 4.29
H 6.76 5.18 3.27
H 5.68 7.32 3.85
H 6.85 8.84 5.40
H 13.98 7.84 6.99
H 15.54 9.60 7.28
H 14.94 11.94 6.38
H 12.96 12.15 5.05
O 10.34 4.33 10.67
C 11.00 5.13 10.03
O 10.63 5.65 8.87
C 12.44 5.52 10.56
C 13.33 6.05 9.44
C 14.84 6.03 9.92
C 14.89 7.30 10.82
C 13.41 7.72 10.73
O 13.06 7.44 9.35
C 12.50 6.75 11.51
C 11.10 7.35 11.73
O 10.51 7.25 12.82
O 10.61 7.85 10.66
H 12.86 4.58 10.93
H 13.18 5.64 8.49
H 15.10 5.09 10.45
H 15.55 6.12 9.11
H 15.27 7.24 11.87
H 15.44 8.16 10.34
H 13.24 8.80 10.92
H 12.98 6.57 12.46
N 8.84 8.45 8.41
C 8.76 9.89 8.60
C 9.76 10.65 7.66
C 11.25 10.77 8.09
O 11.87 11.79 7.92
O 11.74 9.70 8.62
H 8.49 8.10 7.51
H 8.46 7.97 9.20
H 8.97 10.08 9.61
H 7.69 10.26 8.43
H 9.43 11.66 7.59
H 9.73 10.31 6.63
*
```

Values from the calculation:
- HOMO: -0.2243 Ha
- DFT total energy: -1902.13776 Eh
- ΔE to the lowest compared entry with this formula, charge and spin: 0.770 eV
- Strongest force on any atom: 0.0573 Eh/bohr
- Gap between HOMO and LUMO: 8.60 eV